45
Properties=species:S:1:pos:R:3:lowdin_charge:R:1 method="wB97M-V/def2-TZVPD" gap_ev=9.64 smiles=c1ccccc1.BrCCBr.BrCCBr.BrCCBr.CCO e_above_lowest_kcal_mol=24.3 e_tot_ha=-16067.103429 charge=0 e_lumo_ev=0.366
C -1.350 -2.184 0.847 -0.1241
C -0.012 -2.135 0.615 -0.1150
C 0.625 -0.989 0.199 -0.1036
C -0.050 0.215 0.017 -0.0811
C -1.441 0.168 0.246 -0.0707
C -2.054 -1.032 0.725 -0.0978
H -1.896 -3.019 1.261 0.1073
H 0.535 -3.040 0.836 0.1035
H 1.676 -1.042 -0.043 0.0989
H 0.385 1.162 -0.268 0.0972
H -2.073 1.032 0.103 0.0904
H -3.122 -1.081 0.878 0.0965
Br 7.743 1.592 -0.825 0.5336
C 9.670 1.330 -1.280 -0.6107
C 9.855 -0.181 -1.569 -0.6540
Br 8.718 -0.806 -3.094 0.5364
H 10.270 1.711 -0.453 0.0587
H 9.759 1.884 -2.214 0.0435
H 9.552 -0.933 -0.840 0.0364
H 10.908 -0.390 -1.758 0.0560
Br -10.489 -0.177 -2.674 0.5634
C -9.505 -0.672 -0.980 -0.6755
C -10.236 -0.108 0.201 -0.7083
Br -9.078 -0.176 1.795 0.6085
H -8.517 -0.229 -1.101 0.0394
H -9.190 -1.707 -0.848 0.0660
H -11.062 -0.804 0.349 0.0562
H -10.655 0.861 -0.069 0.0501
Br -3.724 -1.538 -5.373 0.6054
C -1.774 -1.769 -5.416 -0.6913
C -1.216 -0.512 -6.164 -0.6590
Br 0.775 -0.780 -6.334 0.5508
H -1.480 -2.560 -6.106 0.0447
H -1.269 -1.839 -4.453 0.0553
H -1.495 0.437 -5.707 0.0529
H -1.607 -0.560 -7.181 0.0401
C 3.306 1.737 6.394 -0.1007
C 2.214 2.832 6.532 -0.2529
O 0.926 2.318 5.966 -0.1093
H 2.988 0.861 6.959 0.0698
H 4.281 2.101 6.718 0.0691
H 3.379 1.327 5.386 0.0642
H 2.553 3.736 6.026 0.0978
H 2.019 2.991 7.593 0.1040
H 1.159 1.967 5.103 0.0579

23
Properties=species:S:1:pos:R:3:lowdin_charge:R:1 method="wB97M-V/def2-TZVPD" gap_ev=6.48 e_above_lowest_kcal_mol=36.4 e_tot_ha=-575.300398 charge=-1 e_lumo_ev=3.563
C 1.231 2.900 -0.555 -0.0829
C -0.862 0.114 -2.133 -0.0475
C -0.370 1.350 -1.802 -0.1083
C -0.239 -1.065 -1.550 -0.5221
C 0.667 1.504 -0.881 -0.3476
C 0.802 -0.892 -0.575 -0.0921
C 1.291 0.404 -0.300 -0.0887
O -0.424 -2.192 -2.097 -0.1357
H -1.842 -0.049 -2.588 0.0954
H -0.774 2.293 -2.189 0.0976
H -0.916 -0.286 0.664 0.0688
H 1.178 -1.769 -0.099 0.0701
H 0.388 3.571 -0.576 0.0541
H 2.042 3.025 -1.299 0.0709
H 2.079 0.681 0.387 0.0925
H 1.746 2.904 0.420 0.0613
C -0.600 -2.392 1.997 0.0029
C -1.133 -1.085 2.473 -0.5419
O -1.373 -0.665 3.582 0.0628
O -1.451 -0.166 1.490 0.0479
H 0.401 -2.167 1.652 0.0653
H -1.196 -2.856 1.214 0.0969
H -0.647 -3.162 2.766 0.0803

22
Properties=species:S:1:pos:R:3:lowdin_charge:R:1 method="wB97M-V/def2-TZVPD" gap_ev=9.34 smiles="C=C/C(C)=C/C.O.O" e_above_lowest_kcal_mol=52.5 e_tot_ha=-387.423877 charge=0 e_lumo_ev=0.622
C -0.469 0.098 -2.753 0.0153
C 0.789 -0.272 -2.572 -0.1660
C 1.603 0.137 -1.398 -0.3349
C 2.663 1.148 -1.733 -0.0597
C 1.408 -0.385 -0.185 -0.1159
C 1.968 0.208 1.083 -0.1064
H -1.043 0.703 -2.064 0.0626
H -0.965 -0.134 -3.689 0.0509
H 1.350 -0.713 -3.394 0.1033
H 3.078 1.018 -2.733 0.0745
H 3.492 1.160 -1.017 0.0723
H 2.283 2.180 -1.770 0.0885
H 0.684 -1.188 -0.107 0.1036
H 3.049 0.119 1.118 0.0701
H 1.371 -0.067 1.957 0.0674
H 1.736 1.275 1.204 0.0748
O -3.642 0.774 3.820 -0.0564
H -4.465 1.155 4.134 0.0322
H -3.164 0.399 4.564 0.0334
O -3.680 -2.647 1.616 -0.0393
H -4.388 -3.189 1.955 0.0297
H -3.659 -1.777 1.963 0.0000

9
Properties=species:S:1:pos:R:3:lowdin_charge:R:1 method="wB97M-V/def2-TZVPD" gap_ev=6.81 e_above_lowest_kcal_mol=3.7 e_tot_ha=-494.658560 charge=-1 e_lumo_ev=4.310
S -2.579 -0.951 0.039 -0.3428
H -3.506 -1.433 -0.806 -0.5047
C 0.940 -0.078 0.523 -0.2427
N 0.782 1.158 -0.229 -0.0890
H 0.021 -0.225 1.081 0.0125
H 1.804 -0.005 1.173 0.0492
H 1.060 -0.958 -0.119 0.0562
H 1.535 1.381 -0.868 0.0341
H -0.056 1.112 -0.795 0.0272

9
Properties=species:S:1:pos:R:3:lowdin_charge:R:1 method="wB97M-V/def2-TZVPD" gap_ev="7.88 / 8.55" e_above_lowest_kcal_mol=109.0 e_tot_ha=-536.876625 charge=0 e_lumo_ev="-0.639 / -0.810"
C -1.152 -0.522 0.429 -0.1750
N -0.329 -0.349 -0.728 -0.1768
F -0.874 0.655 -1.600 -0.1940
P 1.625 1.027 -0.095 0.7695
H -0.645 -1.273 0.912 0.0482
H -1.058 0.456 1.015 0.0853
H -2.070 -0.737 -0.043 0.0702
H 1.539 1.506 -1.367 -0.2068
H 2.726 0.458 -0.680 -0.2205

21
Properties=species:S:1:pos:R:3:lowdin_charge:R:1 method="wB97M-V/def2-TZVPD" gap_ev=11.18 smiles=CO.O.O.O.O.O e_above_lowest_kcal_mol=13.6 e_tot_ha=-497.919190 charge=0 e_lumo_ev=0.695
C -0.686 -0.332 -1.859 -0.1019
O 0.659 -0.150 -1.393 -0.1263
H -1.027 -1.318 -1.589 0.0850
H -1.342 0.383 -1.417 0.0407
H -0.715 -0.226 -2.923 0.0772
H 1.068 0.489 -1.953 0.0659
O -2.158 1.613 0.223 -0.0541
H -2.609 2.368 0.520 0.0075
H -1.677 1.311 1.017 -0.0021
O -0.890 0.239 2.202 -0.0384
H -0.271 -0.476 2.070 -0.0167
H -0.899 0.505 3.111 0.0441
O 0.811 -1.776 1.921 -0.0215
H 0.745 -2.422 2.616 0.0577
H 1.281 -2.230 1.245 -0.0075
O 0.952 2.806 -0.691 -0.0400
H 0.313 2.325 -0.249 -0.0409
H 0.736 3.769 -0.689 0.0672
O 1.791 -2.581 -0.501 -0.0132
H 2.626 -2.472 -0.817 -0.0008
H 1.291 -1.824 -0.844 0.0181